[1]
{"formula": "C38H36I2N6O3TeTi", "method": "the ωB97M-V functional and the def2-TZVPD basis", "elements": ["O", "I", "C", "C", "H", "C", "Te", "C", "N", "H", "H", "N", "C", "C", "H", "H", "H", "H", "H", "O", "H", "H", "I", "H", "H", "H", "H", "C", "C", "C", "C", "C", "N", "N", "C", "Ti", "C", "H", "H", "H", "C", "C", "H", "H", "C", "C", "H", "C", "C", "C", "N", "C", "H", "H", "C", "C", "H", "C", "C", "O", "C", "C", "H", "H", "H", "C", "C", "H", "C", "H", "C", "H", "C", "H", "H", "H", "C", "C", "C", "N", "C", "H", "H", "C", "H", "H", "C"], "positions_angstrom": [[-0.778825, -0.869009, 0.528824], [2.947006, 0.784646, -4.738555], [1.886239, -0.108173, 8.632887], [-2.571788, 1.519735, -0.259848], [-4.027320, -4.938335, 0.375418], [2.101584, 4.232575, -1.448761], [0.956165, 0.278197, 3.409660], [-3.545536, -3.058594, 1.319066], [-0.261030, 2.197978, 0.136109], [0.570344, -5.405018, 2.672093], [4.546284, -2.440786, -0.353447], [3.896486, -0.719331, 0.609578], [-2.802808, 0.160457, -2.154959], [-2.695101, -1.975157, 1.349428], [3.824201, -4.689916, -0.035792], [4.421189, 3.247384, -3.703777], [-4.333136, 2.224480, 0.672088], [-0.468359, 1.954829, 5.002538], [-2.311044, -0.379301, -2.955726], [2.136065, 0.338072, -0.293651], [-0.074902, -4.871399, -1.924163], [1.777264, -4.138765, -3.523089], [4.701428, 5.735881, -1.865122], [2.084657, -1.903580, 7.482486], [-0.955524, 3.110235, -1.583800], [-2.849099, -1.153827, 2.037498], [1.910153, -1.405702, -3.184295], [2.592171, 2.221534, -3.271234], [-4.162781, 0.209726, -2.058898], [1.315889, -1.093144, 5.013104], [3.149346, 0.375962, 0.403017], [1.541148, 1.237619, 8.611604], [1.903097, -2.502186, 1.632718], [-1.957281, 0.789654, -1.260031], [-2.286451, -4.024914, -0.469589], [-0.003605, 0.206988, -0.858553], [-0.302391, -2.854538, -1.397029], [-1.954369, 3.157750, 0.999758], [0.859031, 2.872367, 7.408243], [4.670157, -0.647398, 1.248439], [1.127632, 1.822608, 7.427501], [-0.135481, 3.264252, -0.880720], [4.620825, 1.917782, 0.520031], [3.817976, 1.553561, 2.064532], [1.176352, 3.216900, -1.612189], [3.610938, -1.989206, -0.021166], [-1.549539, 1.549450, 1.634118], [1.281151, -2.133362, -2.701860], [1.053946, 1.078383, 6.251504], [3.042868, -4.343764, 0.629072], [0.338342, -1.754479, -1.771815], [3.521315, 3.237328, -3.104369], [0.364394, -2.945426, 2.915207], [-2.160133, -4.810341, -1.207321], [1.221730, -3.475843, -2.884975], [2.830621, -2.982008, 0.808440], [1.597738, 1.828655, 9.516413], [-1.606874, -1.888655, 0.466320], [3.670327, 1.659071, 0.989719], [0.587964, 1.126490, -2.568243], [-3.346531, -4.098938, 0.409442], [3.285967, 4.231844, -2.171763], [2.213416, -0.572326, 9.554169], [1.888131, 5.039407, -0.756964], [1.144795, 2.631083, 4.760880], [2.230538, -5.241571, 1.303093], [1.240352, -4.748001, 2.134992], [2.961961, 2.458168, 0.789747], [0.593535, 1.713978, 4.963063], [-4.755042, -0.315604, -2.797654], [1.125531, -3.372378, 2.271514], [-4.386830, -3.094299, 2.000030], [-1.408285, -2.938015, -0.454959], [2.371083, -6.307996, 1.180611], [0.422177, 2.355991, 0.870461], [3.021542, -1.762779, -0.911663], [1.400845, -0.270106, 6.273410], [1.814375, -0.854030, 7.469432], [-3.926777, 1.618920, -0.131268], [0.216963, -3.919444, -2.052297], [1.421407, 2.132782, -2.496128], [0.498003, -1.810971, 5.063542], [-5.856296, 0.998980, -0.930240], [-1.616994, 2.152127, 0.723468], [2.239947, -1.637426, 4.826309], [-0.262540, 4.245934, -0.411808], [-4.782323, 0.939980, -1.022554]], "atomic_forces_ev_per_a": [[0.1162, -0.3428, 0.2954], [0.0156, -0.0169, 0.0083], [0.0011, 0.0007, -0.0011], [0.0213, 0.0645, 0.0079], [-0.0003, 0.0007, -0.0002], [0.0034, 0.0103, -0.0076], [-0.0516, 0.0335, -0.0142], [-0.0021, -0.0018, -0.0080], [0.0041, -0.0503, 0.0209], [0.0030, -0.0003, -0.0016], [0.0174, 0.0186, 0.0083], [-0.0257, -0.0689, 0.1210], [-0.0044, 0.0857, -0.0348], [0.0217, -0.0063, 0.0114], [0.0019, 0.0060, -0.0024], [-0.0007, -0.0002, -0.0012], [0.0022, -0.0016, -0.0002], [0.0022, -0.0062, -0.0005], [-0.0019, -0.0164, 0.0127], [-0.2709, -0.1312, -0.0168], [0.0082, -0.0013, 0.0169], [-0.0025, -0.0004, -0.0044], [-0.0006, 0.0009, -0.0036], [-0.0002, 0.0002, -0.0004], [0.0073, 0.0030, -0.0076], [0.0044, -0.0062, 0.0084], [-0.0060, 0.0115, 0.0032], [0.0068, 0.0129, 0.0505], [-0.0035, 0.0054, -0.0166], [0.0599, -0.0194, -0.0265], [0.1529, 0.0313, -0.0593], [0.0005, -0.0004, -0.0003], [0.0007, 0.0648, 0.0261], [0.2461, -0.5030, 0.0617], [-0.0057, -0.0048, 0.0043], [-0.5880, 0.6827, -0.5516], [0.0268, 0.0003, 0.0412], [-0.0167, -0.0146, 0.0307], [0.0002, 0.0005, 0.0008], [0.0111, -0.0051, -0.0153], [-0.0039, 0.0043, 0.0011], [0.0097, 0.0048, -0.0139], [-0.0009, -0.0045, -0.0106], [0.0000, 0.0081, -0.0090], [-0.0127, 0.0288, 0.0033], [0.0126, 0.0604, -0.0823], [0.0283, -0.0296, -0.0237], [-0.0197, -0.0052, -0.0524], [0.0006, -0.0069, -0.0079], [-0.0586, -0.0420, -0.0377], [-0.1631, -0.1393, -0.0499], [0.0075, -0.0038, -0.0269], [-0.0392, 0.0012, -0.0045], [0.0018, 0.0017, -0.0019], [0.0005, -0.0038, 0.0231], [-0.0405, 0.0576, 0.0328], [-0.0002, 0.0007, -0.0003], [0.1663, 0.0604, 0.1645], [-0.0048, -0.0101, 0.0139], [0.4741, 0.0979, 0.1607], [-0.0002, 0.0053, 0.0054], [-0.0005, 0.0044, 0.0182], [0.0004, 0.0003, -0.0002], [-0.0028, -0.0028, -0.0014], [0.0002, -0.0039, -0.0115], [0.0351, 0.0129, -0.0256], [-0.0430, 0.0344, 0.0193], [-0.0089, 0.0022, 0.0062], [0.0110, -0.0097, 0.0335], [-0.0009, 0.0013, 0.0015], [-0.0223, 0.0011, -0.0334], [0.0001, -0.0013, 0.0013], [-0.0151, 0.0223, 0.0078], [-0.0019, -0.0024, 0.0008], [0.0055, 0.0358, -0.0108], [0.0387, -0.0573, 0.0095], [0.0040, 0.0012, 0.0066], [-0.0011, -0.0030, -0.0011], [-0.0411, 0.0271, -0.0551], [-0.0065, 0.0018, -0.0285], [-0.0354, 0.0055, -0.0035], [-0.0045, 0.0080, 0.0175], [-0.0006, -0.0012, 0.0001], [-0.0244, -0.0134, 0.0032], [-0.0055, -0.0005, -0.0140], [-0.0202, -0.0019, -0.0006], [0.0281, 0.0179, 0.0209]], "de_lowest_kj_mol": 54.38, "charge": 0, "multiplicity": 3, "homo_energy_ev": [-3.94, -7.54]}



[2]
{"formula": "C13H40N7O3", "method": "the ωB97M-V functional and the def2-TZVPD basis", "elements": ["H", "O", "H", "H", "H", "H", "C", "H", "C", "C", "C", "N", "H", "H", "H", "N", "H", "H", "H", "C", "H", "H", "O", "H", "H", "H", "N", "C", "H", "H", "H", "H", "C", "C", "H", "O", "H", "H", "H", "C", "H", "H", "C", "H", "H", "H", "H", "H", "N", "H", "H", "C", "N", "C", "C", "H", "H", "H", "N", "H", "H", "H", "N"], "positions_angstrom": [[-6.235891, 0.278427, 2.524060], [-7.487568, 0.563760, 0.878254], [2.941631, 0.030550, -1.596809], [-2.300388, -1.842094, -0.002738], [9.656343, -0.285200, -2.328552], [-3.500256, 0.168236, -0.960571], [7.337545, 0.411532, -3.086871], [-1.989237, 1.778098, 1.576202], [2.296252, 1.084965, 0.108160], [-1.261705, 1.009087, 1.325778], [6.251283, -0.014101, -2.094727], [5.671279, 1.144644, -1.398853], [7.295358, -1.832574, -1.527552], [-1.097342, 0.400177, 2.210117], [-5.783854, 1.538571, 1.365229], [-9.580809, -0.937949, 2.273117], [7.305592, -0.579014, -0.282135], [-9.170456, -0.103030, 2.680367], [0.031401, 2.546879, 1.641483], [-7.965590, -0.674121, 0.384694], [-8.015438, -3.119979, 2.858501], [1.699496, -1.683485, 0.419066], [3.412097, 1.778007, 0.631816], [-1.109909, 0.752667, -1.712491], [7.814329, -0.470314, -3.533622], [3.747986, -0.446618, -0.124547], [-3.108111, 0.678093, -0.174143], [9.379866, 0.662525, -1.856124], [-6.700043, -2.647551, 1.774612], [0.031776, 2.055632, 0.076047], [-7.162682, -1.194413, -0.158150], [6.434393, 1.679434, -0.988882], [-1.800844, 0.124998, 0.150858], [1.315458, 0.960310, 1.280087], [-8.741173, -0.412491, -0.338124], [8.306784, 1.279576, -2.545843], [10.227434, 1.342573, -1.909566], [1.807430, 1.410484, 2.136719], [4.170838, 1.659851, 0.025854], [-8.579869, -1.599484, 1.439891], [2.076577, -2.057932, -1.086711], [-3.054923, 1.650889, -0.461302], [2.767692, -0.215394, -0.548862], [-10.353125, -0.609062, 1.703634], [-2.475765, -1.247084, 1.505133], [-7.191503, -1.591091, 3.110059], [1.018705, -0.054422, 1.527847], [6.860322, 0.974830, -3.893041], [-1.883287, -1.219578, 0.680723], [-5.546646, -0.167981, 0.945220], [5.452903, -0.466684, -2.693718], [6.704380, -1.042093, -1.064660], [1.775933, -1.280716, -0.509312], [-7.555108, -2.277716, 2.344600], [-6.204936, 0.537790, 1.461661], [-0.000453, -0.256470, -0.904576], [9.148105, 0.476570, -0.804715], [5.841801, -1.503197, -0.582419], [0.028174, 1.721752, 1.044160], [5.276132, 1.780186, -2.088415], [1.838901, 1.708373, -0.678829], [-9.097550, -2.384369, 0.878399], [-0.969733, 0.026743, -1.025485]], "atomic_forces_ev_per_a": [[0.0020, -0.0278, -0.0117], [-0.0077, 0.0146, 0.0423], [0.1247, -0.1268, -0.0342], [0.1447, 0.0318, -0.1087], [0.0140, 0.0086, 0.0024], [-0.0589, -0.0617, 0.0798], [0.0143, 0.0222, -0.0615], [-0.0397, 0.0147, -0.0401], [0.3884, 0.3785, 0.0650], [-0.0548, 0.0853, 0.0510], [-0.0458, -0.1146, 0.1002], [-0.2627, 0.4130, 0.0731], [-0.0046, -0.0002, -0.0044], [0.0534, -0.0069, 0.0216], [0.0065, -0.0038, -0.0092], [-0.0034, 0.0809, -0.0717], [0.0209, -0.0046, -0.0140], [0.0093, -0.0243, 0.0322], [0.1231, 0.0871, -0.1094], [-0.0056, -0.0033, -0.0545], [-0.0104, 0.0175, 0.0240], [0.0033, 0.0505, 0.0246], [-0.0390, 0.1412, -0.1263], [-0.0097, 0.0011, 0.0239], [-0.0227, -0.0118, 0.0338], [-0.0986, -0.2155, 0.1379], [0.0340, -0.0114, -0.1355], [0.0621, -0.0251, -0.0790], [-0.0004, -0.0009, -0.0023], [-0.1154, -0.1291, -0.0302], [-0.0102, -0.0126, 0.0168], [0.0767, -0.0808, 0.0025], [0.1065, -0.1994, -0.1310], [-0.0216, -0.1948, -0.0470], [0.0048, 0.0224, 0.0064], [-0.0594, 0.0197, 0.1140], [0.0031, -0.0018, 0.0098], [-0.0633, -0.0291, 0.1184], [0.0270, -0.1677, 0.0204], [-0.0155, -0.0209, 0.0790], [-0.1134, 0.1102, -0.1965], [0.0000, 0.0159, 0.0456], [0.0371, -0.0653, -0.1999], [-0.0267, -0.0548, 0.0083], [-0.0180, 0.0389, -0.0246], [0.0128, 0.0033, -0.0116], [0.0518, -0.0450, -0.1196], [0.0245, 0.0026, -0.0098], [-0.0779, -0.0853, 0.2511], [0.0102, 0.0065, 0.0086], [0.0173, 0.0063, -0.0182], [-0.0057, 0.0236, 0.0131], [0.0356, -0.1497, 0.1958], [-0.0053, -0.0126, -0.0100], [-0.0414, 0.0084, 0.0023], [-0.0701, -0.4350, -0.0187], [-0.0208, -0.0049, -0.0081], [0.0092, 0.0085, 0.0200], [-0.0079, 0.1526, 0.0613], [0.0655, -0.0302, -0.0824], [-0.2102, -0.0614, 0.0750], [0.0298, 0.0003, -0.0252], [0.0342, 0.6530, 0.0349]], "charge": 1, "homo_energy_ev": -10.68}



Question: Number 1 is which compound?
Answer: C38H36I2N6O3TeTi